Entry 1:
A cluster of 11 separate species, H22O11 in total, computed with ωB97M-V/def2-TZVPD.

Summary:
- Frontier orbital gap: 9.58 eV
- Largest force on an atom: 0.670 eV Å⁻¹
- Net charge: 0
- SMILES: O.O.O.O.O.O.O.O.O.O.O

Bonds (Å) are listed after each position.
CARTESIAN COORDINATES (ANGSTROEM)
1 O 0.644 1.150 5.467  H24 0.964, H27 0.964
2 O -0.225 -2.802 1.475  H26 0.964, H29 0.964
3 O 4.960 -0.178 -1.532  H17 0.964, H18 0.964
4 O -2.836 2.102 -0.560  H14 0.964, H33 0.964
5 O -1.448 2.114 -3.427  H23 0.964, H28 0.964
6 O -1.419 -4.137 -2.063  H15 0.964, H16 0.964
7 O -2.794 -1.409 -3.202  H20 0.964, H30 0.964
8 O 2.143 -0.709 -2.853  H12 0.964, H31 0.964
9 O 0.959 1.109 0.014  H13 0.964, H25 0.964
10 O 2.226 0.044 3.524  H22 0.964, H32 0.964
11 O -2.377 3.127 3.544  H19 0.964, H21 0.964
12 H 2.965 -0.260 -2.623  O8 0.964
13 H 0.402 0.725 -0.672  O9 0.964
14 H -3.460 1.440 -0.239  O4 0.964
15 H -0.978 -3.387 -1.648  O6 0.964
16 H -1.647 -3.817 -2.943  O6 0.964
17 H 4.713 -0.762 -2.258  O3 0.964
18 H 4.408 -0.470 -0.798  O3 0.964
19 H -1.693 3.088 2.866  O11 0.964
20 H -2.027 -1.243 -3.761  O7 0.964
21 H -2.706 2.223 3.597  O11 0.964
22 H 1.937 0.122 2.608  O10 0.964
23 H -2.152 1.946 -4.063  O5 0.964
24 H 0.083 0.984 4.701  O1 0.964
25 H 1.268 0.349 0.519  O9 0.964
26 H 0.556 -2.391 1.864  O2 0.964
27 H 1.193 1.896 5.199  O1 0.964
28 H -0.748 1.503 -3.685  O5 0.964
29 H 0.009 -2.919 0.547  O2 0.964
30 H -2.468 -2.018 -2.531  O7 0.964
31 H 1.873 -1.138 -2.033  O8 0.964
32 H 2.332 -0.905 3.657  O10 0.964
33 H -2.532 1.748 -1.403  O4 0.964

=====

Entry 2:
A cluster of 8 separate species, C55H39BrO16 in total, computed with ωB97M-V/def2-TZVPD.

Summary:
- Frontier orbital gap: 7.57 eV
- Largest force on an atom: 0.643 eV Å⁻¹
- Net charge: 0
- SMILES: O=C1C=CC(=O)c2c(CCCBr)cccc21.O=C1C=CC(=O)C=C1.O=C1C=CC(=O)C=C1.O=C1C=CC(=O)C=C1.O=C1C=CC(=O)C=C1.O=C1C=CC(=O)C=C1.O=C1C=CC(=O)C=C1.O=C1C=CC(=O)C=C1

Bonds (Å) are listed after each position.
CARTESIAN COORDINATES (ANGSTROEM)
1 Br -1.726 7.734 -3.433  C54 1.958
2 O -5.212 3.777 4.259  C44 1.211
3 O -0.445 -0.347 9.382  C29 1.213
4 O 1.639 1.328 -7.808  C66 1.213
5 O 5.832 -8.039 -2.304  C71 1.211
6 O 2.015 -0.872 4.720  C53 1.217
7 O 6.237 -0.116 -10.000  C28 1.211
8 O -3.421 -6.977 10.815  C59 1.211
9 O -4.010 4.008 -5.525  C24 1.209
10 O 1.004 2.205 -2.249  C30 1.216
11 O 3.251 -2.105 -4.348  C47 1.215
12 O -4.191 3.910 -0.932  C39 1.212
13 O 3.634 -3.962 0.261  C20 1.214
14 O 3.856 -0.405 0.410  C70 1.216
15 O -7.300 1.015 -3.544  C18 1.208
16 O -2.714 -2.844 7.584  C58 1.214
17 O 5.122 -0.363 5.548  C38 1.214
18 C -6.521 1.935 -3.457  O15 1.208, C19 1.491, C60 1.488
19 C -5.094 1.754 -3.064  C18 1.491, C25 1.396, C50 1.384
20 C 4.138 -4.899 -0.325  O13 1.214, C21 1.484, C69 1.483
21 C 5.290 -5.638 0.248  C20 1.484, C36 1.330, H82 1.083
22 C 4.957 0.096 -8.036  C28 1.485, C68 1.330, H87 1.082
23 C -3.368 4.178 1.255  C39 1.484, C51 1.330, H110 1.083
24 C -4.633 3.650 -4.553  O9 1.209, C25 1.497, C62 1.491
25 C -4.133 2.621 -3.588  C19 1.396, C24 1.497, C37 1.401
26 C 1.553 -0.112 8.159  C29 1.485, C42 1.331, H103 1.083
27 C 1.044 0.653 -4.018  C30 1.486, C48 1.330, H109 1.083
28 C 5.185 0.214 -9.499  O7 1.211, C22 1.485, C49 1.486
29 C 0.118 -0.462 8.313  O3 1.213, C26 1.485, C34 1.485
30 C 1.525 1.217 -2.730  O10 1.216, C27 1.486, C52 1.483
31 C -4.405 -5.195 9.633  C43 1.330, C59 1.485, H88 1.082
32 C -1.909 -5.662 9.580  C35 1.330, C59 1.486, H99 1.082
33 C -3.393 0.644 -1.812  C50 1.385, C55 1.389, H96 1.082
34 C -0.602 -0.965 7.116  C29 1.485, C61 1.331, H95 1.080
35 C -1.733 -4.625 8.767  C32 1.330, C58 1.483, H91 1.083
36 C 5.842 -6.661 -0.397  C21 1.330, C71 1.486, H86 1.083
37 C -2.784 2.514 -3.229  C25 1.401, C46 1.512, C55 1.393
38 C 4.825 -0.372 4.372  O17 1.214, C64 1.485, C65 1.482
39 C -4.425 3.882 0.257  O12 1.212, C23 1.484, C72 1.484
40 C 3.217 -0.547 -2.582  C47 1.482, C52 1.330, H107 1.082
41 C 4.177 -6.364 -2.291  C69 1.330, C71 1.485, H106 1.082
42 C 2.177 -0.245 6.991  C26 1.331, C53 1.485, H83 1.082
43 C -4.227 -4.157 8.820  C31 1.330, C58 1.483, H73 1.082
44 C -4.978 3.809 3.071  O2 1.211, C51 1.485, C57 1.486
45 C 4.481 -1.641 2.301  C65 1.330, C70 1.480, H84 1.083
46 C -1.737 3.464 -3.765  C37 1.512, C56 1.556, H78 1.086, H89 1.086
47 C 2.739 -1.115 -3.865  O11 1.215, C40 1.482, C48 1.485
48 C 1.608 -0.431 -4.543  C27 1.330, C47 1.485, H76 1.083
49 C 4.074 0.754 -10.324  C28 1.486, C67 1.330, H79 1.082
50 C -4.724 0.759 -2.176  C19 1.384, C33 1.385, H98 1.082
51 C -3.625 4.146 2.560  C23 1.330, C44 1.485, H75 1.082
52 C 2.653 0.535 -2.052  C30 1.483, C40 1.330, H100 1.077
53 C 1.457 -0.749 5.794  O6 1.217, C42 1.485, C61 1.482
54 C -1.899 5.971 -4.266  Br1 1.958, C56 1.516, H81 1.087, H93 1.083
55 C -2.434 1.500 -2.340  C33 1.389, C37 1.393, H108 1.082
56 C -1.904 4.900 -3.192  C46 1.556, C54 1.516, H80 1.089, H97 1.089
57 C -6.035 3.512 2.070  C44 1.486, C72 1.330, H101 1.083
58 C -2.878 -3.792 8.325  O16 1.214, C35 1.483, C43 1.483
59 C -3.260 -6.031 10.077  O8 1.211, C31 1.485, C32 1.486
60 C -6.907 3.342 -3.747  C18 1.488, C62 1.330, H90 1.082
61 C 0.025 -1.097 5.949  C34 1.331, C53 1.482, H102 1.083
62 C -5.998 4.169 -4.256  C24 1.491, C60 1.330, H94 1.082
63 C 4.178 0.879 2.362  C64 1.329, C70 1.483, H104 1.083
64 C 4.494 0.885 3.654  C38 1.485, C63 1.329, H111 1.083
65 C 4.794 -1.634 3.593  C38 1.482, C45 1.330, H77 1.083
66 C 2.692 1.000 -8.312  O4 1.213, C67 1.484, C68 1.483
67 C 2.919 1.118 -9.774  C49 1.330, C66 1.484, H92 1.083
68 C 3.802 0.461 -7.488  C22 1.330, C66 1.483, H85 1.083
69 C 3.625 -5.342 -1.644  C20 1.483, C41 1.330, H74 1.082
70 C 4.147 -0.386 1.590  O14 1.216, C45 1.480, C63 1.483
71 C 5.328 -7.106 -1.718  O5 1.211, C36 1.486, C41 1.485
72 C -5.778 3.545 0.765  C39 1.484, C57 1.330, H105 1.083
73 H -5.046 -3.534 8.483  C43 1.082
74 H 2.786 -4.785 -2.043  C69 1.082
75 H -2.871 4.360 3.307  C51 1.082
76 H 1.276 -0.860 -5.480  C48 1.083
77 H 5.039 -2.537 4.138  C65 1.083
78 H -0.774 3.109 -3.409  C46 1.086
79 H 4.262 0.831 -11.387  C49 1.082
80 H -1.107 5.102 -2.479  C56 1.089
81 H -1.087 5.830 -4.975  C54 1.087
82 H 5.648 -5.297 1.212  C21 1.083
83 H 3.222 0.002 6.860  C42 1.082
84 H 4.450 -2.544 1.705  C45 1.083
85 H 3.613 0.387 -6.425  C68 1.083
86 H 6.683 -7.215 0.001  C36 1.083
87 H 5.778 -0.302 -7.453  C22 1.082
88 H -5.379 -5.480 10.008  C31 1.082
89 H -1.746 3.472 -4.851  C46 1.086
90 H -7.903 3.700 -3.525  C60 1.082
91 H -0.759 -4.338 8.392  C35 1.083
92 H 2.096 1.514 -10.355  C67 1.083
93 H -2.825 6.020 -4.826  C54 1.083
94 H -6.201 5.209 -4.475  C62 1.082
95 H -1.645 -1.213 7.248  C34 1.080
96 H -3.121 -0.132 -1.108  C33 1.082
97 H -2.834 4.960 -2.629  C56 1.089
98 H -5.470 0.092 -1.766  C50 1.082
99 H -1.089 -6.283 9.917  C32 1.082
100 H 2.982 0.959 -1.118  C52 1.077
101 H -7.013 3.270 2.465  C57 1.083
102 H -0.476 -1.463 5.061  C61 1.083
103 H 2.056 0.251 9.047  C26 1.083
104 H 3.931 1.783 1.820  C63 1.083
105 H -6.531 3.330 0.017  C72 1.083
106 H 3.820 -6.703 -3.255  C41 1.082
107 H 4.039 -1.060 -2.102  C40 1.082
108 H -1.406 1.357 -2.037  C55 1.082
109 H 0.220 1.167 -4.497  C27 1.083
110 H -2.390 4.420 0.859  C23 1.083
111 H 4.524 1.794 4.241  C64 1.083

=====

Here are the calculated calculated total energy numbers, same order: -840.76224, -5896.85702 (a.u.).